[1]
# C27H78O12

A cluster of 12 separate species, C27H78O12 in total (ωB97M-V with the def2-TZVPD basis set, the OMol25 dataset).

- 2S+1: 1
- HOMO-LUMO gap: 10.1 eV
- HOMO level: -10.05 eV
- Structure (SMILES): CC(C)O.CC(C)O.CC(C)O.CC(C)O.CC(C)O.CC(C)O.CCO.CCO.CCO.CO.CO.CO

Atoms and positions in Å:
C  0.67010  -2.09555  9.25882
C  -0.57030  -2.20950  8.40563
C  -0.28135  -2.19328  6.89549
O  -1.31923  -3.31349  8.78572
H  1.31568  -2.94666  9.04214
H  0.48101  -2.06851  10.33195
H  1.23269  -1.18504  9.05249
H  -1.14848  -1.31130  8.62252
H  0.48137  -1.44559  6.67798
H  -1.22611  -2.02985  6.37700
H  0.10651  -3.17406  6.62030
H  -2.24166  -3.04848  8.80804
C  -1.25293  -5.37139  -5.40931
C  -2.70741  -5.00786  -5.86145
C  -2.94138  -5.16960  -7.34384
O  -3.78364  -5.65691  -5.12656
H  -0.39410  -4.81480  -5.78442
H  -0.96428  -6.38264  -5.69593
H  -1.08577  -5.26341  -4.33763
H  -2.83119  -3.96095  -5.58434
H  -3.96861  -4.87797  -7.56259
H  -2.87213  -6.21308  -7.65117
H  -2.22642  -4.53090  -7.86249
H  -4.27380  -6.26360  -5.68626
C  6.80130  -3.64955  5.29229
C  6.11463  -4.58413  4.30738
C  5.92667  -4.03234  2.87888
O  6.70567  -5.81023  4.16791
H  7.70173  -3.18568  4.88959
H  7.04006  -4.17721  6.21569
H  6.18867  -2.76200  5.45056
H  5.12077  -4.92170  4.60127
H  5.35673  -3.10332  2.89295
H  5.55897  -4.78775  2.18443
H  6.87346  -3.67094  2.47756
H  6.38329  -6.32257  4.91301
C  6.18880  6.44320  -3.03963
C  7.05302  5.86129  -4.19288
C  7.95156  4.70222  -3.72947
O  6.23265  5.49160  -5.24235
H  5.57774  7.27085  -3.39979
H  6.87805  6.82915  -2.28860
H  5.60705  5.64201  -2.58382
H  7.72149  6.64831  -4.54194
H  8.59003  5.10472  -2.94306
H  8.67039  4.36088  -4.47436
H  7.34226  3.86533  -3.38818
H  6.73024  5.03558  -5.92503
C  -3.30640  3.98310  4.19820
C  -4.61029  3.18526  3.82816
C  -5.57978  2.92998  4.96544
O  -5.36088  3.89733  2.85784
H  -2.72340  4.10309  3.28507
H  -2.68598  3.38828  4.86855
H  -3.46918  4.95738  4.65905
H  -4.29911  2.23263  3.39949
H  -5.21282  2.38484  5.83508
H  -6.37654  2.25453  4.65390
H  -5.99580  3.85781  5.35807
H  -4.78799  4.10923  2.11723
C  6.98632  3.46849  3.75546
C  6.10770  4.56862  4.43774
C  4.78272  4.03200  4.96328
O  6.77903  4.95976  5.61881
H  7.10179  2.56612  4.35587
H  7.95646  3.79393  3.37992
H  6.48443  3.12974  2.84912
H  5.96201  5.40099  3.74924
H  4.04423  3.87826  4.17644
H  4.33238  4.79918  5.59314
H  4.85935  3.04574  5.42101
H  7.03551  4.17128  6.10263
C  -7.72465  -1.19386  -1.26568
C  -8.66895  -2.34076  -1.47744
O  -8.61417  -2.71349  -2.85834
H  -6.74474  -1.44135  -1.67390
H  -7.65118  -1.00265  -0.19510
H  -8.03030  -0.23550  -1.68547
H  -9.68511  -2.04438  -1.21731
H  -8.52113  -3.26509  -0.91899
H  -7.75706  -3.11758  -3.01227
C  -1.96971  -7.22109  1.18105
C  -3.10641  -8.07000  0.74649
O  -4.20194  -7.19945  0.46657
H  -1.99522  -6.92645  2.23016
H  -1.80701  -6.29299  0.63309
H  -1.09525  -7.83502  0.96535
H  -3.28451  -8.82303  1.51416
H  -2.87967  -8.56172  -0.19951
H  -4.09415  -6.91160  -0.44290
C  -5.95640  1.13079  -8.05493
C  -5.03718  1.84863  -7.06349
O  -4.82530  3.17472  -7.44513
H  -5.42725  0.99409  -8.99802
H  -6.92830  1.61722  -8.13794
H  -6.08228  0.06703  -7.85325
H  -4.08075  1.33513  -6.96513
H  -5.49913  1.97035  -6.08376
H  -4.30397  3.11427  -8.24898
C  2.25884  1.21047  -5.99445
O  1.64172  2.52818  -5.71573
H  2.87205  0.86254  -5.16318
H  1.51981  0.44046  -6.21589
H  2.96197  1.27353  -6.82494
H  2.35202  3.16727  -5.80863
C  -0.09210  0.47084  -0.69340
O  0.62897  1.66602  -0.60505
H  -0.86552  0.52782  -1.45935
H  0.57904  -0.32772  -1.00959
H  -0.51966  0.11944  0.24565
H  0.52913  2.09031  -1.46038
C  -2.23151  7.16805  -2.74774
O  -3.10479  6.07748  -2.53024
H  -1.25695  6.69474  -2.86743
H  -2.43518  7.64506  -3.70642
H  -2.27970  7.87495  -1.91946
H  -3.12402  5.64349  -3.38633

Cartesian forces (eV/Å) of the 6 atoms listed first:
0.65 -0.30 0.00
0.39 1.85 -0.26
0.04 -0.51 0.89
-0.65 -1.06 0.29
0.19 -0.07 0.14
-0.35 -0.22 -0.07

[2]
# C27H78O21

A cluster of 12 separate species, C27H78O21 in total (ωB97M-V with the def2-TZVPD basis set, the OMol25 dataset).

- 2S+1: 1
- HOMO-LUMO gap: 8.9 eV
- HOMO level: -8.93 eV
- Structure (SMILES): CC(C)O.CC(C)O.CC(C)O.OCCO.OCCO.OCCO.OCCO.OCCO.OCCO.OCCO.OCCO.OCCO

Atoms and positions in Å:
C  17.31800  28.72000  23.34900
C  16.45400  29.49400  22.43500
C  16.05700  28.76700  21.08400
O  15.26300  29.73400  22.99000
H  17.58800  29.14700  24.23000
H  18.10200  28.33800  22.91800
H  16.65600  27.76900  23.56100
H  16.76000  30.34500  21.99300
H  15.41700  29.17200  20.35300
H  15.59300  27.87000  21.19000
H  16.96500  28.66900  20.51000
H  15.27100  30.53700  23.44300
C  10.52800  31.26100  22.15300
C  11.06000  32.22200  23.24300
C  12.09100  31.66900  24.18000
O  11.83200  33.24700  22.57800
H  11.28000  30.54600  21.83500
H  9.94200  31.83700  21.35800
H  9.52600  30.84500  22.73600
H  10.30000  32.92800  23.70600
H  11.57400  30.96200  24.57800
H  12.30700  32.31800  24.91200
H  12.98900  31.42800  23.73900
H  11.21000  33.84000  22.24100
C  20.06600  31.28500  25.32000
C  20.42700  32.43000  24.25000
C  19.80100  31.98300  22.93000
O  19.95600  33.58500  24.62200
H  20.20300  30.36100  25.12400
H  19.02600  31.15900  25.81700
H  20.86000  31.60400  26.09400
H  21.41400  32.52300  24.23800
H  20.13400  32.71900  22.23500
H  18.88700  31.92000  23.07800
H  20.15200  31.16600  22.56000
H  20.30800  34.23900  24.10000
O  19.69900  29.50700  18.41100
C  20.05300  29.51100  19.80200
C  21.59600  29.24900  19.84500
O  21.91900  28.96000  21.25500
H  18.95300  29.16800  18.39600
H  19.86300  30.51100  20.19200
H  19.56800  28.84300  20.28300
H  22.28700  29.95200  19.50300
H  21.85400  28.21800  19.37500
H  21.54200  28.02300  21.46800
O  15.53100  32.23000  24.36400
C  16.09000  33.50100  24.41600
C  14.83300  34.48000  24.73200
O  15.44900  35.79400  24.80800
H  15.03400  32.07800  25.13700
H  16.65100  33.48500  25.20600
H  16.84400  33.66100  23.59500
H  14.52300  34.33500  25.84900
H  14.02400  34.59300  23.92300
H  15.61300  36.27100  23.85700
O  12.76100  30.06300  18.78400
C  12.07100  30.71300  17.72200
C  10.74000  31.16600  18.31900
O  10.09800  32.03800  17.48100
H  12.90300  30.53500  19.60600
H  12.68100  31.71800  17.36400
H  12.08300  29.99800  16.79200
H  10.73400  31.56600  19.27800
H  10.16600  30.38500  18.72500
H  9.82500  32.82200  17.98200
O  16.92900  25.80300  25.61300
C  16.57700  24.67400  24.89300
C  16.96300  24.77100  23.33300
O  16.54500  23.56100  22.65500
H  16.70200  25.62500  26.43200
H  17.00300  23.77400  25.17300
H  15.55400  24.37300  25.31900
H  17.91800  24.87200  23.15500
H  16.35200  25.69100  22.86800
H  16.76900  23.55200  21.75700
O  19.57500  25.94300  24.41400
C  20.61700  26.00100  25.43400
C  20.27500  27.15200  26.39500
O  20.99000  27.10300  27.61000
H  18.58800  25.84400  24.68900
H  20.74000  25.10700  25.88500
H  21.70600  26.17700  24.98700
H  19.23400  27.43800  26.42000
H  20.55100  28.19700  25.85100
H  21.15000  27.76300  28.15300
O  13.33700  32.01600  20.54700
C  14.64800  32.50200  20.86700
C  14.68900  33.88200  20.37000
O  15.90300  34.53400  20.68600
H  12.71200  32.10000  21.23100
H  14.72300  32.46800  21.85700
H  15.41600  31.71200  20.38500
H  14.01200  34.26800  20.83300
H  14.70600  33.98300  19.16400
H  16.40400  34.07800  20.11200
O  13.05600  26.58900  25.70100
C  13.54700  27.06700  24.50200
C  12.54900  27.94800  23.83000
O  13.05400  28.24000  22.63300
H  12.76700  25.74100  25.83300
H  14.45100  27.69900  24.71300
H  13.69200  26.11400  23.89800
H  12.35300  28.78200  24.37600
H  11.33200  27.58700  23.92700
H  13.47100  29.02000  22.70900
O  11.67300  26.18800  21.35600
C  11.30300  26.89600  20.23000
C  12.48000  26.78200  19.26100
O  12.16700  27.39200  18.02900
H  12.12900  26.78900  21.92900
H  10.32900  26.36500  19.95500
H  11.15100  27.95400  20.66900
H  12.50000  25.83700  19.16300
H  13.45500  27.06900  19.82200
H  12.15600  28.38700  18.49200
O  17.01100  32.32300  15.95200
C  17.61500  31.09600  16.31400
C  16.59600  30.28400  17.11500
O  17.30900  29.06800  17.59000
H  16.73000  32.14600  15.06700
H  18.04900  30.23300  15.72700
H  18.35700  31.45500  16.90500
H  15.73800  30.06300  16.46800
H  16.10600  30.73000  17.94200
H  16.62800  28.47500  17.29800

Cartesian forces (eV/Å) of the 6 atoms listed first:
-5.49 -2.33 -0.10
-0.99 -2.92 -3.23
3.08 0.92 0.61
-3.93 -0.72 1.34
0.49 1.60 2.58
4.67 -1.89 -2.54